# 1
Computed, not measured: 4 unconnected molecules or ions with the total composition C3H14NO4, with ωB97M-V/def2-TZVPD.

* total charge: +1
* molar mass: 128.15 g/mol
* lowest unoccupied orbital energy: -2.954 eV
* Kohn-Sham gap: 0.3929 Eh
* energy relative to the best compared isomer or geometry (same formula, charge and spin): 22.71 kcal per mole
* E_tot: -13011.64441 eV

Cartesian coordinates (Å):
C  -1.753  -1.714  0.578
C  -0.374  -2.057  0.032
C  -0.134  -1.341  -1.312
O  -0.831  -0.392  -1.551
N  -1.574  -0.545  1.521
H  -2.123  -2.547  1.177
H  -2.553  -1.404  -0.081
H  -0.309  -3.150  -0.068
H  0.522  -1.938  0.652
H  0.708  -1.754  -1.885
H  -1.576  0.314  0.935
H  -0.660  -0.553  1.963
H  -2.295  -0.419  2.220
H  -0.305  2.288  0.670
H  -1.683  2.729  0.435
O  -1.209  2.076  0.933
H  2.243  1.077  1.061
H  2.013  0.263  2.369
O  1.596  0.541  1.556
H  3.476  2.674  -4.512
H  3.578  3.320  -3.116
O  3.242  2.531  -3.579


# 2
Computed, not measured: a molecular structure, C19H47Br2Ca2Cl3MgN3O12S2Si2, with ωB97M-V/def2-TZVPD.

* total charge: +1
* molar mass: 1000.53 g/mol
* lowest unoccupied orbital energy: -6.618 eV
* Kohn-Sham gap: 0.0352 Eh
* E_tot: -306878.34168 eV

Cartesian coordinates (Å):
C  -3.738  -4.024  1.789
C  -4.366  -3.411  0.495
O  -3.832  -3.573  -0.561
N  -5.621  -2.679  0.695
C  -6.621  -3.592  0.129
C  -5.723  -1.432  -0.133
C  -4.442  -0.542  -0.137
C  -3.808  -0.285  1.271
C  -2.374  0.299  1.039
S  -1.238  -0.951  0.352
O  -1.367  -1.033  -1.114
O  -1.461  -2.268  0.979
N  0.290  -0.381  0.719
S  1.446  -1.124  -0.215
O  1.334  -2.583  -0.180
O  1.542  -0.586  -1.583
H  -4.581  -4.454  2.419
H  -3.027  -4.842  1.521
H  -3.199  -3.246  2.386
H  -6.891  -4.429  0.853
H  -6.215  -4.009  -0.851
H  -7.534  -3.020  -0.163
H  -6.563  -0.825  0.294
H  -6.057  -1.706  -1.172
H  -4.757  0.460  -0.533
H  -3.738  -0.957  -0.893
H  -3.767  -1.211  1.890
H  -4.440  0.447  1.829
H  -1.969  0.565  2.050
H  -2.367  1.248  0.458
H  2.653  -0.841  0.384
Ca  -6.013  -6.196  0.737
O  -2.469  -6.803  1.899
C  -1.289  -7.116  1.831
O  -0.921  -8.354  2.129
C  0.410  -8.866  1.925
C  1.316  -8.521  3.087
C  -0.260  -6.087  1.511
H  0.810  -8.534  0.966
H  0.305  -9.950  1.857
H  1.433  -7.442  3.204
H  2.304  -8.960  2.945
H  0.895  -8.896  4.022
H  -0.026  -5.529  2.424
H  -0.673  -5.403  0.767
H  0.655  -6.486  1.085
Br  3.126  1.597  0.346
C  5.018  2.047  0.145
C  5.866  0.814  0.038
Br  6.137  -0.072  1.778
H  5.285  2.682  0.987
H  5.078  2.627  -0.777
H  6.871  1.063  -0.302
H  5.436  0.062  -0.621
O  3.747  -1.338  -3.359
H  3.009  -1.437  -2.734
H  3.954  -2.240  -3.623
C  0.220  8.568  0.075
Si  0.601  7.711  -1.559
C  2.480  7.845  -1.829
C  -0.262  8.708  -2.904
N  0.065  6.088  -1.474
Si  0.285  5.065  -2.790
C  2.130  4.837  -3.194
C  -0.606  5.644  -4.347
C  -0.398  3.360  -2.391
H  0.558  9.609  0.043
H  -0.853  8.561  0.267
H  0.729  8.065  0.898
H  2.816  8.874  -1.666
H  2.764  7.569  -2.867
H  3.021  7.201  -1.133
H  -1.344  8.580  -2.844
H  0.070  8.421  -3.905
H  -0.042  9.774  -2.785
H  2.537  5.728  -3.629
H  2.269  4.012  -3.923
H  2.702  4.592  -2.295
H  -1.645  5.883  -4.127
H  -0.596  4.854  -5.109
H  -0.131  6.525  -4.793
H  -1.466  3.421  -2.180
H  0.107  2.931  -1.523
H  -0.253  2.680  -3.236
Mg  6.701  -0.781  4.111
O  3.087  -3.562  3.564
Cl  2.235  -4.197  4.537
O  1.480  -5.232  3.858
O  1.322  -3.230  5.093
O  3.030  -4.776  5.594
Cl  6.595  2.103  2.810
Ca  3.585  5.862  -4.757
Cl  8.632  1.031  4.125


# 3
Computed, not measured: 14 unconnected molecules or ions with the total composition C5H40N2O14, with ωB97M-V/def2-TZVPD.

* total charge: 0
* molar mass: 352.38 g/mol
* lowest unoccupied orbital energy: -0.241 eV
* Kohn-Sham gap: 0.3188 Eh
* energy relative to the best compared isomer or geometry (same formula, charge and spin): 119.72 kcal per mole
* E_tot: -37478.21962 eV

Cartesian coordinates (Å):
C  1.171  -2.090  -2.155
O  1.572  -3.416  -1.883
C  1.620  -1.005  -1.128
C  0.379  -0.393  -0.497
C  0.619  0.645  0.603
C  1.083  0.032  1.965
N  0.295  0.553  3.163
N  2.506  -0.073  -1.774
H  1.433  -1.788  -3.265
H  0.134  -2.328  -2.373
H  2.055  -1.494  -0.197
H  -0.317  -1.149  -0.175
H  -0.297  0.136  -1.167
H  -0.332  1.222  0.939
H  1.217  1.440  0.137
H  2.113  0.374  2.039
H  1.120  -1.056  1.968
H  0.945  0.854  3.885
H  -0.217  1.376  2.915
H  2.543  -3.505  -1.779
H  2.314  0.886  -1.411
H  2.663  -0.184  -2.768
H  -0.962  -3.631  0.114
H  0.458  -3.300  -0.211
O  -0.282  -2.996  0.373
H  -2.740  -2.889  -0.065
H  -3.404  -3.174  -1.382
O  -2.880  -3.585  -0.703
H  3.788  3.671  0.936
H  3.503  2.428  0.153
O  3.337  2.819  1.036
H  -1.574  3.150  3.625
H  -1.528  2.862  2.162
O  -1.198  3.517  2.792
H  -0.029  -2.312  3.827
H  -0.222  -2.562  2.299
O  -0.138  -3.023  3.172
H  -1.795  -1.028  0.189
H  -2.836  -0.210  1.096
O  -2.516  -0.385  0.192
H  -1.896  1.561  -4.543
H  -2.326  2.493  -3.523
O  -1.918  1.635  -3.587
H  -3.077  1.956  -0.072
H  -3.284  3.531  -0.133
O  -2.693  2.823  0.080
H  -0.211  3.379  0.021
H  -1.023  3.084  -1.309
O  -0.165  3.272  -0.941
H  -2.453  -0.392  3.792
H  -2.120  -1.754  3.118
O  -2.573  -0.902  2.962
H  -3.282  -0.514  -3.152
H  -3.453  -0.507  -1.649
O  -3.638  -1.056  -2.455
H  2.359  3.965  -1.956
H  1.461  3.012  -1.138
O  2.371  3.151  -1.444
H  4.447  -0.743  0.870
H  4.769  -0.314  -0.635
O  4.890  -0.986  0.044


# 4
Computed, not measured: a molecular structure, C66H68BGeN9O2PSiSnTe, with ωB97M-V/def2-TZVPD.

* total charge: +1
* molar mass: 1408.12 g/mol
* lowest unoccupied orbital energy: -4.727 eV
* Kohn-Sham gap: 0.1894 Eh
* energy relative to the best compared isomer or geometry (same formula, charge and spin): 22.54 kcal per mole
* E_tot: -174531.74885 eV

Cartesian coordinates (Å):
Sn  0.382  -0.550  -0.977
C  -3.438  -2.330  0.598
C  -2.140  -1.865  0.744
N  -1.797  -1.137  -0.314
N  -2.831  -1.129  -1.156
C  -3.835  -1.842  -0.631
B  -2.901  -0.254  -2.434
N  -2.677  1.216  -2.017
C  -3.380  2.292  -2.404
C  -2.703  3.418  -1.995
C  -1.558  2.920  -1.380
N  -1.551  1.593  -1.399
N  -1.802  -0.540  -3.456
C  -1.923  -0.586  -4.788
C  -0.661  -0.531  -5.344
C  0.194  -0.434  -4.254
N  -0.512  -0.432  -3.128
N  -4.284  -0.416  -3.015
C  -5.425  0.020  -2.423
C  -6.493  -0.489  -3.116
C  -5.902  -1.249  -4.136
N  -4.589  -1.200  -4.058
H  -4.003  -2.931  1.280
H  -1.452  -2.022  1.554
H  -4.769  -1.977  -1.135
H  -4.294  2.203  -2.954
H  -2.997  4.438  -2.129
H  -0.743  3.471  -0.955
H  -2.890  -0.682  -5.240
H  -0.404  -0.558  -6.384
H  1.265  -0.372  -4.224
H  -5.391  0.651  -1.559
H  -7.532  -0.341  -2.908
H  -6.381  -1.821  -4.905
O  3.067  -0.716  1.666
N  2.084  -1.514  1.066
C  1.410  -2.232  1.864
C  1.630  -2.301  3.308
C  1.998  -3.519  3.876
C  2.353  -3.587  5.209
C  2.341  -2.440  5.988
C  1.957  -1.232  5.434
C  1.595  -1.145  4.095
P  0.897  0.416  3.388
C  -0.550  0.505  4.524
C  -1.770  0.182  3.935
C  -2.932  0.147  4.684
C  -2.884  0.432  6.037
C  -1.676  0.763  6.629
C  -0.516  0.807  5.880
C  2.054  1.655  4.080
C  3.410  1.528  3.781
C  4.291  2.547  4.087
C  3.826  3.707  4.686
C  2.483  3.840  4.992
C  1.596  2.824  4.682
H  3.781  -0.656  1.016
H  0.697  -2.876  1.366
H  2.035  -4.401  3.253
H  2.654  -4.534  5.632
H  2.612  -2.481  7.033
H  1.944  -0.346  6.049
H  -1.790  -0.068  2.881
H  -3.868  -0.111  4.212
H  -3.782  0.393  6.632
H  -1.641  0.982  7.684
H  0.408  1.084  6.362
H  3.764  0.626  3.305
H  5.340  2.447  3.852
H  4.513  4.500  4.933
H  2.122  4.740  5.465
H  0.548  2.930  4.930
C  0.827  2.826  1.059
Ge  -0.772  3.173  2.209
C  -2.651  3.116  1.520
C  -3.272  4.354  1.394
C  -4.552  4.428  0.872
C  -5.235  3.270  0.543
C  -4.629  2.037  0.711
C  -3.327  1.959  1.173
C  -0.530  4.764  3.387
C  0.380  5.736  3.045
C  0.592  6.849  3.872
C  -0.082  6.960  5.056
C  -1.022  5.985  5.448
C  -1.714  6.057  6.676
C  -2.608  5.087  7.037
C  -2.850  3.997  6.188
C  -2.187  3.895  4.999
C  -1.262  4.876  4.595
H  1.664  2.504  1.670
H  0.571  2.054  0.340
H  1.084  3.750  0.549
H  -2.755  5.259  1.687
H  -5.018  5.392  0.736
H  -6.238  3.332  0.153
H  -5.174  1.131  0.495
H  -2.840  1.000  1.254
H  0.937  5.660  2.122
H  1.307  7.606  3.580
H  0.105  7.789  5.722
H  -1.518  6.893  7.329
H  -3.131  5.152  7.978
H  -3.548  3.229  6.484
H  -2.357  3.040  4.350
C  1.447  -5.704  -0.085
C  2.230  -5.165  -1.275
C  3.474  -4.457  -0.749
C  2.662  -6.299  -2.197
Si  1.154  -3.870  -2.262
O  0.649  -2.692  -1.313
C  2.360  -3.127  -3.539
C  3.183  -2.087  -3.127
C  4.075  -1.476  -3.988
C  4.157  -1.911  -5.300
C  3.336  -2.938  -5.736
C  2.447  -3.542  -4.862
C  -0.343  -4.630  -3.146
C  -0.938  -5.853  -2.872
C  -2.122  -6.227  -3.485
C  -2.745  -5.369  -4.373
C  -2.154  -4.156  -4.680
C  -0.958  -3.809  -4.083
H  2.073  -6.384  0.496
H  0.556  -6.243  -0.393
H  1.135  -4.882  0.556
H  4.039  -5.139  -0.114
H  3.196  -3.580  -0.170
H  4.115  -4.147  -1.568
H  3.306  -6.994  -1.658
H  3.218  -5.904  -3.044
H  1.809  -6.854  -2.581
H  3.120  -1.763  -2.093
H  4.704  -0.669  -3.632
H  4.861  -1.457  -5.981
H  3.392  -3.266  -6.764
H  1.814  -4.347  -5.211
H  -0.478  -6.538  -2.176
H  -2.562  -7.188  -3.264
H  -3.684  -5.642  -4.828
H  -2.624  -3.481  -5.378
H  -0.473  -2.886  -4.352
C  2.893  2.602  -2.518
Te  3.430  1.206  -0.970
C  5.341  2.096  -0.396
H  3.543  2.504  -3.378
H  2.934  3.620  -2.150
H  1.876  2.366  -2.813
H  5.205  3.104  -0.026
H  6.028  2.107  -1.232
H  5.762  1.486  0.396


# 5
Computed, not measured: a molecular structure, C30H44BrClIrN2P2, with ωB97M-V/def2-TZVPD.

* total charge: +4
* molar mass: 802.22 g/mol
* lowest unoccupied orbital energy (spin up / spin down): -11.721 / -14.267 eV
* Kohn-Sham gap (spin up / spin down): 0.2286 / 0.1763 Eh
* <S²>: 8.850
* multiplicity: 6
* energy relative to the best compared isomer or geometry (same formula, charge and spin): 25.62 kcal per mole
* E_tot: -138740.99502 eV

Cartesian coordinates (Å):
N  -7.024  5.331  -6.696
C  -6.844  5.917  -5.513
C  -6.001  5.382  -4.529
C  -5.313  4.170  -4.794
C  -5.548  3.560  -6.051
C  -6.396  4.191  -6.972
C  -4.383  3.584  -3.837
Ir  -0.363  -0.232  -0.061
P  5.387  -0.852  -0.970
C  -3.594  2.514  -4.130
C  -2.663  1.994  -3.180
C  -1.452  1.432  -3.640
C  -0.451  1.126  -2.725
C  -0.811  1.198  -1.368
C  -1.897  1.962  -0.888
C  -2.897  2.227  -1.812
Br  1.860  0.754  -0.548
H  -4.291  4.135  -2.895
H  -3.552  2.139  -5.155
H  -5.890  5.903  -3.580
H  -5.089  2.612  -6.315
H  -7.394  6.851  -5.323
H  -6.560  3.747  -7.953
H  -1.312  1.325  -4.719
H  -3.853  2.644  -1.499
H  0.549  0.820  -3.022
H  -1.996  2.250  0.160
P  -0.547  -2.064  -1.154
C  5.063  0.940  -0.788
C  6.258  1.769  -1.254
H  4.819  1.136  0.268
H  4.185  1.187  -1.400
H  6.134  2.804  -0.925
H  7.195  1.382  -0.843
H  6.329  1.771  -2.344
C  4.709  -1.291  -2.614
C  5.594  -2.368  -3.257
H  4.711  -0.373  -3.220
H  3.671  -1.629  -2.490
H  5.358  -2.471  -4.319
H  6.655  -2.108  -3.170
H  5.449  -3.346  -2.790
C  4.340  -1.693  0.272
C  5.224  -1.989  1.494
H  3.957  -2.618  -0.189
H  3.486  -1.043  0.528
H  4.748  -2.722  2.152
H  6.202  -2.386  1.190
H  5.404  -1.080  2.080
C  -0.297  -3.478  -0.009
C  -1.442  -4.471  0.133
H  -0.040  -3.041  0.970
H  0.607  -3.982  -0.380
H  -2.324  -4.027  0.607
H  -1.752  -4.899  -0.826
H  -1.108  -5.300  0.769
C  0.611  -2.316  -2.518
C  0.026  -2.362  -3.923
H  1.115  -3.264  -2.278
H  1.353  -1.509  -2.418
H  -0.658  -3.209  -4.064
H  -0.508  -1.439  -4.183
H  0.852  -2.484  -4.638
C  -2.268  -2.115  -1.732
C  -3.128  -1.434  -0.678
H  -2.544  -3.160  -1.900
H  -2.314  -1.588  -2.690
H  -3.889  -0.814  -1.167
H  -3.633  -2.155  -0.020
H  -2.522  -0.747  -0.027
Cl  -1.532  3.814  3.544
C  -1.327  2.136  3.339
C  -1.745  1.221  4.300
C  -1.627  -0.137  4.003
C  -1.170  -0.539  2.754
N  -0.782  0.372  1.825
C  -0.762  1.699  2.136
H  -2.149  1.579  5.240
H  -1.938  -0.906  4.702
H  -1.115  -1.588  2.442
H  -0.367  2.403  1.401


# 6
Computed, not measured: a molecular structure, C4H12B3CaF12O2, with ωB97M-V/def2-TZVPD.

* total charge: -1
* molar mass: 392.63 g/mol
* lowest unoccupied orbital energy: 2.936 eV
* Kohn-Sham gap: 0.4220 Eh
* energy relative to the best compared isomer or geometry (same formula, charge and spin): 0.00 kcal per mole
* E_tot: -61542.38949 eV

Cartesian coordinates (Å):
Ca  -0.157  -0.020  -0.037
B  2.031  1.235  1.200
F  2.051  2.444  0.517
F  2.138  0.152  0.338
F  2.996  1.178  2.205
F  0.749  1.068  1.827
B  -1.173  -1.666  1.818
F  0.198  -1.714  1.504
F  -1.888  -1.502  0.648
F  -1.544  -2.819  2.521
F  -1.340  -0.565  2.681
B  -0.835  0.550  -2.629
F  -1.391  1.762  -3.038
F  0.386  0.868  -1.973
F  -1.685  -0.076  -1.674
F  -0.565  -0.255  -3.716
C  1.947  -3.790  -0.387
C  0.751  -3.294  -1.214
O  0.822  -1.851  -1.258
H  2.890  -3.354  -0.712
H  1.995  -4.884  -0.445
H  1.795  -3.555  0.664
H  -0.170  -3.603  -0.723
H  0.750  -3.695  -2.230
H  1.464  -1.698  -1.960
C  -0.913  3.980  0.251
C  -1.483  2.956  1.224
O  -1.628  1.686  0.564
H  -0.641  4.884  0.803
H  -1.624  4.249  -0.531
H  -0.017  3.615  -0.249
H  -2.470  3.302  1.547
H  -0.879  2.813  2.117
H  -2.560  1.599  0.348


# 7
Computed, not measured: 3 unconnected molecules or ions with the total composition CH7NO2, with ωB97M-V/def2-TZVPD.

* total charge: 0
* molar mass: 65.07 g/mol
* lowest unoccupied orbital energy: 0.673 eV
* Kohn-Sham gap: 0.4083 Eh
* SMILES string: C=N.O.O
* energy relative to the best compared isomer or geometry (same formula, charge and spin): 19.20 kcal per mole
* E_tot: -6734.51089 eV

Cartesian coordinates (Å):
C  3.959  -0.520  0.159
N  3.837  0.521  0.860
H  3.578  -0.514  -0.861
H  4.201  -1.513  0.542
H  4.114  0.309  1.824
O  -0.977  1.980  -2.462
H  -0.259  1.776  -1.853
H  -1.718  1.485  -2.099
O  -5.715  -1.368  0.972
H  -5.486  -0.437  1.068
H  -5.533  -1.720  1.851